{
  "formula": "C3H7NO",
  "method": "ωB97M-V/def2-TZVPD",
  "multiplicity": 2,
  "total_energy_ha": -248.12356,
  "total_charge": 1,
  "gap_ev": [12.18, 7.69],
  "homo_ev": [-16.674, -16.478],
  "symbols": ["C", "C", "N", "C", "O", "H", "H", "H", "H", "H", "H", "H"],
  "positions_angstrom": [[-1.35307, -0.81319, -0.12250], [-0.83877, 0.66903, -0.41235], [0.50377, 0.94379, -0.32740], [1.61983, -0.05560, 0.33963], [-1.79627, 1.44526, -0.38693], [-1.61350, -1.00253, 1.00914], [-0.63188, -1.40871, -0.70566], [-2.41326, -0.96789, -0.60315], [0.91483, 1.88303, -0.47523], [2.40297, 0.63283, 0.77353], [1.27917, -0.51030, 1.28893], [1.92616, -0.81571, -0.37801]],
  "lowdin_spin": [0.125, 0.090, 0.028, 0.003, 0.728, 0.002, 0.022, 0.000, 0.002, 0.001, 0.000, 0.000]
}



{
  "formula": "C26H17BrCoF6N7O13S2",
  "method": "ωB97M-V/def2-TZVPD",
  "multiplicity": 2,
  "total_energy_ha": -7714.77979,
  "total_charge": -1,
  "gap_ev": [8.19, 8.14],
  "homo_ev": [-6.721, -6.677],
  "symbols": ["Co", "C", "O", "C", "C", "C", "Br", "C", "C", "C", "O", "C", "N", "C", "C", "C", "C", "C", "C", "N", "H", "H", "H", "H", "H", "H", "H", "H", "H", "H", "H", "O", "C", "O", "C", "C", "C", "C", "C", "C", "O", "N", "O", "O", "N", "O", "O", "H", "H", "F", "C", "F", "F", "S", "O", "O", "N", "S", "O", "O", "C", "F", "F", "F", "N", "C", "C", "C", "N", "H", "H", "H", "H"],
  "positions_angstrom": [[-0.04748, 0.32555, 0.11527], [-1.39538, -1.27811, 2.71482], [-1.24049, -1.32406, 1.30131], [-1.69632, -2.42420, 0.65089], [-2.46327, -3.40361, 1.24290], [-2.89327, -4.46429, 0.45474], [-3.93586, -5.82693, 1.26348], [-2.59954, -4.53854, -0.87884], [-1.82298, -3.54407, -1.49745], [-1.34054, -2.50281, -0.70735], [-0.58517, -1.43882, -1.12874], [-1.69635, -3.69216, -2.96540], [-2.55918, -4.41833, -3.63334], [-2.17800, -4.32672, -4.95578], [-2.74607, -4.89301, -6.09810], [-2.14710, -4.62473, -7.31173], [-1.00380, -3.81107, -7.40422], [-0.42816, -3.24196, -6.28617], [-1.04306, -3.51695, -5.06806], [-0.75444, -3.12328, -3.78142], [-2.44783, -1.15917, 2.98102], [-0.82889, -0.41723, 3.05205], [-0.98808, -2.18075, 3.17241], [-2.73797, -3.35015, 2.28462], [-2.97151, -5.34489, -1.49197], [-0.06663, -1.55417, -1.94439], [-3.62504, -5.51888, -6.01880], [-2.56220, -5.04836, -8.21731], [-0.56575, -3.62610, -8.37630], [0.45254, -2.61558, -6.35230], [0.07644, -2.60100, -3.54969], [2.84167, 0.07164, 2.92597], [1.78306, 0.40025, 2.41694], [1.27712, -0.15465, 1.37576], [0.96664, 1.48863, 3.10145], [1.32321, 1.81777, 4.38465], [0.61324, 2.78224, 5.09762], [-0.43399, 3.45498, 4.51553], [-0.78555, 3.16164, 3.21204], [-0.12990, 2.13824, 2.45163], [-0.52980, 1.82980, 1.27930], [-1.86049, 3.96312, 2.65126], [-2.57278, 4.57898, 3.42326], [-1.93293, 4.10420, 1.43833], [0.98971, 3.10544, 6.46442], [1.93896, 2.51711, 6.94769], [0.32738, 3.93751, 7.06116], [2.17009, 1.31149, 4.82622], [-0.97125, 4.21554, 5.06078], [2.89761, -1.37960, -0.46494], [3.40380, -0.96902, -1.62014], [4.49482, -0.25274, -1.40429], [3.70954, -2.03796, -2.34644], [2.09781, 0.05158, -2.48483], [1.43210, 0.80644, -1.44542], [1.28468, -0.98199, -3.11702], [2.76646, 1.03982, -3.45933], [3.39109, 0.54697, -4.85227], [4.24035, -0.60031, -4.71703], [2.45229, 0.59776, -5.93007], [4.51649, 1.98878, -5.09939], [5.33615, 2.13813, -4.06413], [5.24845, 1.78026, -6.19436], [3.81826, 3.10980, -5.26366], [-1.53046, 2.50548, -1.06366], [-1.85270, 3.09467, -2.21646], [-1.91966, 2.10716, -3.18002], [-1.62826, 0.92862, -2.49186], [-1.41217, 1.17743, -1.20100], [-1.47235, 2.88902, -0.12004], [-2.00097, 4.15893, -2.27704], [-2.13698, 2.22054, -4.22668], [-1.59552, -0.07744, -2.87255]],
  "lowdin_spin": [0.990, 0.001, 0.017, 0.001, 0.000, 0.000, 0.000, 0.000, 0.000, 0.001, 0.007, 0.000, 0.000, 0.000, 0.000, 0.000, 0.000, 0.000, 0.000, 0.000, 0.000, 0.000, 0.000, 0.000, 0.000, 0.000, 0.000, 0.000, 0.000, 0.000, 0.000, -0.002, -0.001, -0.020, 0.000, 0.000, 0.000, 0.000, 0.000, 0.000, -0.003, 0.000, 0.000, 0.000, 0.000, 0.000, 0.000, 0.000, 0.000, 0.000, 0.000, 0.000, 0.000, 0.003, 0.013, 0.000, 0.001, 0.000, 0.000, 0.000, 0.000, 0.000, 0.000, 0.000, -0.001, -0.001, -0.001, -0.001, -0.005, 0.000, 0.000, 0.000, 0.000]
}



{
  "formula": "C9H9F7N2O5S",
  "method": "ωB97M-V/def2-TZVPD",
  "total_energy_ha": -1931.23372,
  "smiles": "NC[C@H](O[C@H](CC=O)N=C=O)S(=O)(=O)C(F)(F)C(F)(F)C(F)(F)F",
  "gap_ev": 10.08,
  "homo_ev": -9.946,
  "symbols": ["N", "C", "C", "O", "C", "C", "C", "O", "N", "C", "O", "S", "O", "O", "C", "F", "F", "C", "F", "F", "C", "F", "F", "F", "H", "H", "H", "H", "H", "H", "H", "H", "H"],
  "positions_angstrom": [[2.32527, -2.20630, 1.28729], [1.73298, -2.10998, -0.04740], [0.88606, -0.85270, -0.22702], [1.50702, 0.30153, 0.21609], [1.63833, 1.30005, -0.77113], [2.24880, 2.53699, -0.05400], [2.69390, 2.25520, 1.37821], [2.34557, 2.97128, 2.27734], [0.34281, 1.69860, -1.35108], [0.24793, 1.48469, -2.55771], [0.02361, 1.03749, -3.62640], [-0.71439, -1.00880, 0.70362], [-0.88391, 0.01651, 1.68701], [-0.68626, -2.30299, 1.33436], [-2.14949, -1.09775, -0.48753], [-1.88044, -0.49578, -1.64164], [-2.27313, -2.38638, -0.79482], [-3.51148, -0.66808, 0.11144], [-3.71750, -1.38645, 1.20226], [-4.45841, -1.01850, -0.74858], [-3.67541, 0.85093, 0.43774], [-4.94701, 1.16432, 0.19031], [-2.93408, 1.62576, -0.31856], [-3.48545, 1.11250, 1.69566], [1.69124, -2.76311, 1.85476], [3.14359, -2.79841, 1.18768], [2.54639, -2.04181, -0.77672], [1.14404, -2.98598, -0.33866], [0.60760, -0.82632, -1.28898], [2.36207, 0.94444, -1.51630], [3.03814, 2.97295, -0.67124], [1.46845, 3.29296, 0.01730], [3.32317, 1.38313, 1.63675]],
  "lowdin_charge": [0.032, -0.233, -0.349, -0.084, -0.324, -0.054, -0.243, 0.069, 0.180, -0.278, 0.183, 0.812, -0.237, -0.278, -0.482, 0.132, 0.135, -0.405, 0.187, 0.182, -0.599, 0.175, 0.201, 0.215, 0.069, 0.074, 0.128, 0.121, 0.133, 0.163, 0.124, 0.120, 0.131]
}



{
  "formula": "C4H3FO5",
  "method": "ωB97M-V/def2-TZVPD",
  "total_energy_ha": -630.28762,
  "total_charge": -2,
  "gap_ev": 6.54,
  "homo_ev": 0.230,
  "symbols": ["C", "C", "C", "C", "O", "O", "O", "O", "O", "F", "H", "H", "H"],
  "positions_angstrom": [[1.38054, 1.33818, 1.32118], [-0.60900, 2.78460, -0.39259], [-0.29415, -0.04934, -0.09319], [-0.01128, 1.17380, 0.76507], [2.31571, 0.83102, 0.61114], [-0.89924, 2.40008, -1.50333], [1.56325, 1.93257, 2.39512], [-0.60541, 3.81789, 0.22604], [0.76703, -0.98042, -0.21545], [-0.99968, 1.22870, 1.79731], [-1.16482, -0.58684, 0.32667], [-0.57898, 0.28741, -1.11116], [1.56253, -0.39267, 0.02828]],
  "lowdin_charge": [-0.671, -0.599, -0.251, -0.206, -0.104, -0.052, -0.057, -0.018, -0.165, -0.083, 0.101, 0.086, 0.020]
}



{
  "formula": "C5H13NOSi",
  "method": "ωB97M-V/def2-TZVPD",
  "total_energy_ha": -617.70362,
  "gap_ev": [9.04, 9.04],
  "homo_ev": [-9.542, -9.542],
  "symbols": ["C", "C", "C", "C", "C", "N", "O", "Si", "H", "H", "H", "H", "H", "H", "H", "H", "H", "H", "H", "H", "H"],
  "positions_angstrom": [[2.23433, -0.02845, -0.05500], [3.56244, -0.73518, -0.16621], [2.17998, 1.49408, 0.03024], [-3.02525, 1.21786, 0.00016], [-2.35289, -1.86382, 0.10283], [1.19791, -0.73536, 0.08772], [-0.38284, 0.36149, 0.33388], [-1.71798, -0.14469, -0.40366], [4.28531, 0.02488, -0.67195], [3.54652, -1.78980, -0.70449], [3.97330, -0.94570, 0.77738], [3.22432, 1.77241, 0.23961], [1.49820, 1.71726, 0.80303], [1.64586, 1.89417, -0.84550], [-3.98649, 0.94330, -0.30758], [-3.04374, 1.41415, 1.09593], [-2.75674, 2.16078, -0.42777], [-1.72990, -2.73753, -0.04482], [-2.58834, -1.67319, 1.10526], [-3.28222, -2.24380, -0.44212], [-1.40286, -0.25653, -1.79865]],
  "lowdin_charge": [-0.436, -0.044, -0.023, -0.177, -0.210, 0.248, -0.322, 0.383, 0.112, 0.126, 0.052, 0.084, 0.052, 0.101, -0.007, 0.040, 0.006, 0.013, -0.014, 0.049, -0.034]
}



{
  "formula": "H2N2P",
  "method": "ωB97M-V/def2-TZVPD",
  "total_energy_ha": -451.69171,
  "smiles": "N#[N+]P",
  "total_charge": 1,
  "gap_ev": 10.96,
  "homo_ev": -17.826,
  "symbols": ["N", "N", "P", "H", "H"],
  "positions_angstrom": [[-1.91315, 0.06004, -0.11314], [-0.74159, -0.01128, 0.13651], [0.87694, -0.07032, 0.64478], [0.86061, -0.99289, -0.41823], [0.91718, 1.01445, -0.24991]],
  "lowdin_charge": [0.370, -0.326, 1.012, -0.028, -0.029]
}